Entry 1:
DFT (ωB97M-V/def2-TZVPD) results for a structure of composition C5H10O at a distorted geometry.

Calculated values
Max |F| in eV Å⁻¹: 3.161
Frontier orbital gap in eV: 9.1
E in eV: -7390.55427
ΔE to the lowest compared entry with this formula, charge and spin in kJ/mol: 406.3
HOMO energy in Ha: -0.3013

XYZ file:
```
16
C5H10O, DFT ωB97M-V/def2-TZVPD
H -1.79 0.94 0.96
C 1.78 -0.94 -0.14
H 1.87 0.89 1.11
H -1.82 -0.96 -0.10
H -0.54 -0.61 -1.45
O 1.20 1.32 -0.83
C 1.40 0.45 0.23
H 1.82 -1.15 -1.20
H 0.29 -1.00 1.50
H 0.49 1.93 -0.59
C -2.07 0.56 -0.02
H -1.88 1.23 -0.84
C -0.79 -0.82 -0.42
H -3.16 0.34 0.00
H 2.52 -1.47 0.46
C 0.40 -0.69 0.47
```

Atomic partial charges in e from the natural (NBO) method, atoms 1 to 5: 0.2071 -0.4228 0.1726 0.2800 0.2134



Entry 2:
DFT (ωB97M-V/def2-TZVPD) results for a cluster of 12 separate species, C57H118O36 in total at a distorted geometry.

Calculated values
Max |F| in eV Å⁻¹: 4.327
Frontier orbital gap in eV: 9.2
SMILES string: COCCOCCOC.COCCOCCOC.COCCOCCOC.COCCOCCOC.COCCOCCOC.COCCOCCOC.COCCOCCOC.O=C1OCCO1.O=C1OCCO1.O=C1OCCO1.O=C1OCCO1.O=C1OCCO1
E in eV: -134717.86775
ΔE to the lowest compared entry with this formula, charge and spin in kJ/mol: 155.4
HOMO energy in Ha: -0.3273

XYZ file:
```
211
C57H118O36, DFT ωB97M-V/def2-TZVPD
H 3.36 -1.70 2.38
H 2.92 4.14 0.49
H -4.50 -2.89 -2.08
C -2.90 -2.04 -3.28
C 4.63 -6.19 0.56
O 3.54 0.06 3.43
H -1.07 1.85 -3.39
C -6.15 4.27 1.37
H 3.93 -1.71 -4.84
O -1.92 3.24 1.93
C -5.02 -0.03 -3.57
C -4.53 1.65 3.17
C 0.27 -3.29 0.32
H -0.03 0.80 -1.61
H 1.64 0.22 -5.50
H 6.97 0.40 -2.02
C 0.50 0.28 4.82
H -8.82 2.78 -1.04
H -3.21 -2.38 -4.27
H 1.44 -0.26 4.99
C 2.09 3.75 1.15
H -1.35 -3.92 6.19
O -6.96 3.59 0.47
C 4.84 1.21 -3.47
O -0.48 3.09 -5.72
O -5.57 2.41 2.71
O 7.00 1.67 7.16
C 2.22 -5.41 3.23
C 0.23 0.45 3.28
C -7.46 -1.62 -5.05
C 0.66 6.38 -5.37
H 6.49 -0.71 -3.32
C 6.90 -2.29 0.63
C -1.34 3.82 -1.99
H -4.27 4.07 2.50
C 6.13 -0.33 -2.35
C 2.16 1.13 -5.18
H -5.96 1.19 -5.03
H 0.27 -6.10 -0.81
C -1.17 -0.97 -4.42
H -3.89 2.27 3.82
H -3.29 -4.85 0.91
C 3.71 -3.44 -3.62
C 4.43 1.20 3.54
C -1.86 2.41 -3.87
H -0.34 3.40 -2.06
C -1.76 3.91 2.95
O -1.48 3.36 4.12
C -3.29 -3.80 1.01
H -4.79 0.71 -2.78
H -1.96 3.25 -1.27
H 5.72 -5.97 0.58
C -1.45 -4.19 5.15
H 9.21 -0.58 6.93
O 2.33 -4.01 3.25
O -7.94 1.16 -0.20
H 0.86 -0.19 2.68
O -1.14 -3.65 0.16
H 1.15 -5.67 3.44
H 0.72 -3.76 6.25
O 0.56 5.39 1.72
H 4.96 -0.98 2.33
C 0.76 -5.62 -1.67
C 3.25 -2.02 -4.04
H 3.54 2.82 -4.14
H 1.86 -2.71 -0.80
H -2.18 0.40 -1.09
O 4.12 -5.87 1.84
H -1.48 -3.88 2.16
H 0.22 1.62 -0.03
H -8.88 4.11 1.13
H -5.06 -1.75 1.24
H 0.30 7.01 -6.23
C 0.34 0.68 -0.59
C -1.55 -0.53 4.34
H 1.52 3.79 -7.08
C 3.53 1.93 -3.47
H -1.68 -5.28 5.09
H -2.77 1.91 -3.70
O -0.62 -0.50 5.31
H 2.54 -7.04 1.75
H 1.40 6.98 -4.83
H -8.77 0.63 -2.06
H 3.24 -1.37 -3.19
C -4.43 -2.06 2.12
H 8.78 1.93 8.24
O -6.69 -0.53 -5.45
H -0.86 3.65 -7.72
C -8.22 3.25 0.97
H -4.93 -1.70 3.01
O 1.66 -4.64 -1.21
H -7.72 -2.10 -5.94
O 6.51 -1.21 -0.15
O 4.87 0.31 -2.42
H -8.36 -1.29 -4.60
O 7.19 -0.56 6.99
H 9.02 1.74 6.49
H -1.82 1.55 -5.77
C 3.62 -0.04 0.99
H 0.59 1.25 5.32
H 6.00 -2.96 0.75
C -6.22 0.35 -4.42
C 2.69 -5.94 1.89
H 0.41 1.47 2.85
H -1.37 4.79 -1.69
H -0.06 3.63 1.02
H -0.17 6.14 -4.74
H -4.91 0.78 3.75
H 2.24 -5.41 1.01
H 3.02 -3.80 5.27
H 5.06 0.65 -4.37
C 1.06 -3.40 -0.93
O 0.90 -4.11 -5.35
H 4.52 1.41 4.65
H 0.67 4.63 -0.25
O -0.29 -3.83 4.42
H -6.97 -2.32 -4.38
H -3.89 1.36 2.38
H -6.71 4.64 2.28
C -2.11 5.53 4.39
H 1.26 -6.32 -2.37
O 2.40 1.11 -3.77
H 3.07 1.14 -5.78
H -7.62 -0.45 -1.15
O 5.17 0.51 6.72
H 7.77 -2.86 0.26
O 2.84 -4.30 -4.34
H -4.40 3.01 1.09
O 2.32 4.24 2.50
O 2.26 0.07 0.79
C 0.82 4.60 -6.91
H 4.97 -2.03 -1.31
C 1.82 0.24 -0.53
H 4.51 -7.26 0.38
H -1.97 0.93 0.64
C 3.86 -0.74 2.33
H 2.41 0.99 -1.17
H -1.24 4.86 -6.45
H 7.26 -1.85 1.55
H -9.78 1.98 0.14
C -8.79 2.29 -0.10
C -4.18 -1.89 -2.45
H -3.51 -1.51 2.00
C -1.84 0.11 -0.09
H -2.35 -3.79 4.77
O -2.01 5.23 3.03
H -2.38 -0.77 0.23
C -1.89 -3.33 1.29
O 2.08 -2.23 -4.83
H 1.92 -0.71 -1.04
H 2.81 -5.77 4.03
O -2.64 -0.98 4.51
O -5.25 -1.31 -2.98
C 0.85 -4.14 5.23
H 5.66 1.94 -3.60
C -1.30 4.44 5.05
H -9.34 -0.38 -0.69
H -1.58 4.12 6.06
H 4.11 -5.71 -0.29
H 0.81 5.29 -7.81
O -1.13 0.10 3.16
H 3.50 -3.56 -2.57
O -0.48 -0.34 -0.02
C 8.38 1.38 7.37
C 1.83 -3.54 -4.87
H -5.67 5.07 0.81
H 4.03 -0.71 0.22
H 2.06 -2.50 4.53
O -4.20 -3.48 2.03
H -4.13 -0.04 -4.22
H -8.08 2.65 1.87
H -1.85 -2.26 1.55
H 2.21 2.68 1.20
H 0.44 -2.31 0.79
O 1.23 5.63 3.86
H -1.63 6.46 4.65
H 6.76 -2.28 -1.84
H 4.12 2.03 3.01
C 6.34 0.50 7.01
C -0.53 4.08 -6.76
H 4.77 -3.64 -3.90
C 2.15 -3.58 4.63
H 3.35 2.29 -2.45
H -0.48 -0.12 -4.38
C -8.48 0.15 -1.12
H -3.67 -3.33 0.11
H -3.76 -1.27 -1.61
H -2.54 3.25 -5.73
C -4.99 3.44 1.91
H 0.91 -5.21 5.31
H -0.64 -1.94 -4.33
C 0.74 4.34 0.83
H 4.13 0.95 0.92
H -3.14 5.43 4.69
H -1.68 -0.90 -5.37
O 1.35 5.22 -5.79
H 0.51 -3.09 -1.84
C 8.39 -0.14 7.54
H 8.60 -0.37 8.58
H 1.60 2.02 -5.47
H -0.11 -5.26 -2.25
H 0.78 -3.99 1.09
H -7.05 0.46 -3.70
C -1.77 2.59 -5.31
C 1.35 5.18 2.80
H -0.27 4.74 5.03
H -2.21 -2.77 -2.90
C 6.03 -1.58 -1.41
H 5.43 0.90 3.31
O -1.93 3.68 -3.28
O -2.13 -0.82 -3.42
```

Atomic partial charges in e from the Mulliken method, atoms 1 to 5: -0.2910 0.3940 0.4607 -1.3274 -0.5604



Entry 3:
DFT (ωB97M-V/def2-TZVPD) results for a structure of composition C10H10Cl2N2PtS4Sb.

Calculated values
Max |F| in eV Å⁻¹: 0.556
Frontier orbital gap in eV: 5.4
E in eV: -91687.93736
ΔE to the lowest compared entry with this formula, charge and spin in kJ/mol: 0.0
HOMO energy in Ha: -0.1514
Total charge: -1

XYZ file:
```
30
C10H10Cl2N2PtS4Sb, DFT ωB97M-V/def2-TZVPD
H 0.65 0.97 -2.29
C -1.84 -2.22 1.71
Cl -1.08 6.18 1.59
H -2.31 -2.51 2.64
H -1.78 -4.29 -1.80
C -1.16 -0.99 1.65
C -0.56 -2.90 -2.88
N 0.92 0.30 -1.57
S 3.57 -0.59 2.22
Pt 0.70 1.06 0.39
C -0.56 -1.36 -0.55
H 0.03 4.10 1.41
N -0.56 -0.56 0.57
S 0.57 1.72 2.62
H -2.43 -3.95 0.61
C 0.16 -1.69 -2.83
C -1.24 -3.34 -1.78
C -0.22 4.90 0.71
C -1.90 -3.00 0.60
S 4.19 3.08 3.63
C 0.17 -0.94 -1.69
H 1.92 0.14 -1.65
C -1.25 -2.58 -0.59
H -1.07 -0.33 2.51
Sb 3.00 1.61 2.38
Cl -1.24 4.21 -0.57
H 0.72 -1.36 -3.69
H 0.66 5.32 0.26
S 2.50 2.50 0.17
H -0.55 -3.49 -3.79
```

Atomic partial charges in e from the natural (NBO) method, atoms 1 to 5: 0.4076 -0.2483 -0.0651 0.2269 0.2126



Entry 4:
DFT (ωB97M-V/def2-TZVPD) results for an isolated molecule of C6H6O at a distorted geometry.

Calculated values
Max |F| in eV Å⁻¹: 2.336
Frontier orbital gap in eV: 7.9
E in eV: -8362.38945
ΔE to the lowest compared entry with this formula, charge and spin in kJ/mol: 397.2
HOMO energy in Ha: -0.2713

XYZ file:
```
13
C6H6O, DFT ωB97M-V/def2-TZVPD
H -1.33 1.98 -1.30
H 1.75 -2.16 1.15
C 1.94 -0.13 0.27
C 0.97 0.32 -0.54
O 0.10 -1.06 1.47
H -1.19 0.50 -2.24
C 1.34 -1.17 0.95
H -2.41 0.62 -0.95
C -1.40 0.89 -1.25
H -1.64 -0.03 1.53
C -0.73 -0.16 0.96
C -0.40 0.33 -0.28
H 2.99 0.07 0.21
```

Atomic partial charges in e from the natural (NBO) method, atoms 1 to 5: 0.2210 0.1870 -0.3342 -0.0771 -0.3873



Entry 5:
DFT (ωB97M-V/def2-TZVPD) results for a structure of composition C31H34AsBF5N8SSeTi.

Calculated values
Max |F| in eV Å⁻¹: 0.745
Frontier orbital gap (alpha / beta) in eV: 7.2 / 6.5
Expectation value of S²: 3.775
E in eV: -219021.01447
Multiplicity: 4
ΔE to the lowest compared entry with this formula, charge and spin in kJ/mol: 6.2
HOMO energy (alpha / beta) in Ha: -0.2523 / -0.3022

XYZ file:
```
83
C31H34AsBF5N8SSeTi, DFT ωB97M-V/def2-TZVPD
C -1.03 -3.42 0.05
C 4.50 0.57 0.05
H -0.52 2.87 5.05
H 2.05 0.93 -7.30
F -4.05 3.36 2.71
F -5.59 2.83 0.53
N 2.76 0.01 -1.19
H -1.39 4.01 -0.07
C -2.29 2.06 1.78
H 0.19 4.81 -0.12
N 0.26 -1.54 -0.93
F -2.10 0.25 -1.28
C 3.28 0.56 2.33
H -1.93 -3.96 -0.27
H 0.09 4.39 -2.92
B 1.73 -0.02 -2.36
C -4.60 -2.39 -0.67
H 0.45 -0.68 6.79
N 2.33 0.06 0.10
C 3.37 -1.26 -3.86
H 1.15 2.18 -4.18
C 0.84 2.33 -3.17
H 4.29 -2.01 -5.71
H -2.10 -1.05 4.61
H -0.06 3.40 0.92
C -4.38 -2.77 0.66
As -0.07 0.41 4.58
C 0.14 2.99 -1.19
C -2.56 1.06 -0.28
H -5.29 -3.00 -2.61
C 0.11 2.13 5.53
C -0.46 -3.03 -2.44
C -0.31 3.84 -0.05
H 5.50 0.83 0.37
C -4.71 -4.07 1.07
H 3.56 0.11 -7.72
C -5.24 -4.96 0.16
C -4.35 2.33 0.61
H 1.92 -0.53 5.80
H 4.26 0.83 2.72
N 2.46 -0.27 -3.66
C 3.37 0.39 0.85
H -5.50 -5.97 0.48
H 0.63 -1.98 -4.10
N 0.76 -1.22 -2.15
H -2.11 0.07 6.01
H -0.20 2.00 6.57
N 2.08 0.26 -4.85
C -3.57 2.59 1.72
S 0.18 -1.00 2.43
H -0.95 -3.88 -2.89
C 0.31 3.42 -2.51
H 0.74 -1.80 5.42
C 3.61 -1.34 -5.21
H 3.76 -1.83 -3.04
H -4.54 -4.36 2.09
C -5.13 -3.30 -1.58
C 0.87 -0.78 5.78
C 2.60 -0.01 -7.22
C 4.07 0.33 -1.23
C 0.33 -2.08 -3.07
H 4.58 0.38 -2.17
H 1.14 2.46 5.50
C -3.84 1.55 -0.42
N 0.97 1.32 -2.29
N 0.52 1.72 -1.06
H -0.30 -4.16 0.40
H 2.57 1.34 2.61
H 2.95 -0.36 2.81
F -4.60 1.28 -1.49
C -1.74 1.27 0.80
H -4.34 -1.39 -0.99
H 2.05 -0.78 -7.76
F -1.56 2.39 2.88
Se -3.60 -1.55 1.83
C -1.92 -0.03 4.94
C 2.77 -0.37 -5.78
H -1.28 -2.78 0.89
H -5.86 -5.29 -1.87
Ti 0.12 0.07 0.47
C -5.45 -4.58 -1.16
C -0.46 -2.66 -1.10
H -2.57 0.64 4.38
```

Atomic partial charges in e from the Mulliken method, atoms 1 to 5: -0.7729 -1.6321 0.3710 0.3349 -0.3792



Entry 6:
DFT (ωB97M-V/def2-TZVPD) results for a cluster of 2 separate species, C4H14N2O in total at a distorted geometry.

Calculated values
Max |F| in eV Å⁻¹: 1.739
Frontier orbital gap in eV: 10.1
SMILES string: CNCCCN.O
E in eV: -9402.29044
ΔE to the lowest compared entry with this formula, charge and spin in kJ/mol: 127.0
HOMO energy in Ha: -0.3347

XYZ file:
```
21
C4H14N2O, DFT ωB97M-V/def2-TZVPD
H -1.00 -0.49 -1.40
H -0.04 -1.68 0.74
H -0.62 1.90 -3.95
H 2.48 0.00 1.01
C 1.86 -0.86 1.25
C 0.03 0.45 0.09
H -0.46 1.18 -2.58
H 0.93 -1.31 -0.60
H 2.47 -1.72 0.97
H -0.43 0.92 0.97
N 1.50 -0.85 2.69
N -1.07 0.40 -0.91
C -2.42 0.48 -0.37
H 2.17 -1.42 3.21
C 0.62 -0.89 0.38
H -2.53 1.37 0.23
H 0.78 1.14 -0.28
H 1.70 0.07 3.09
O -0.16 1.16 -3.52
H -3.12 0.56 -1.21
H -2.71 -0.43 0.19
```

Atomic partial charges in e from the natural (NBO) method, atoms 1 to 5: 0.3597 0.2148 0.4609 0.1739 -0.2207



Entry 7:
DFT (ωB97M-V/def2-TZVPD) results for an isolated molecule of C4H6O2 at a distorted geometry.

Calculated values
Max |F| in eV Å⁻¹: 5.211
Frontier orbital gap in eV: 10.4
SMILES string: O=C1CCOC1
E in eV: -8337.52069
ΔE to the lowest compared entry with this formula, charge and spin in kJ/mol: 283.7
HOMO energy in Ha: -0.3535

XYZ file:
```
12
C4H6O2, DFT ωB97M-V/def2-TZVPD
O -2.12 0.02 -0.04
O 1.35 0.76 -0.20
H -0.01 -1.80 -0.97
C -0.89 -0.13 -0.03
H -0.55 1.81 -0.65
H -0.20 -1.91 0.82
H 1.50 -0.86 1.26
C 0.02 -1.30 0.00
C 1.37 -0.59 0.08
H -0.12 2.01 1.07
H 2.22 -0.84 -0.64
C 0.06 1.25 0.12
```

Atomic partial charges in e from the natural (NBO) method, atoms 1 to 5: -0.5248 -0.5149 0.2469 0.5962 0.2114



Entry 8:
DFT (ωB97M-V/def2-TZVPD) results for a cluster of 2 separate species, C5H11NO in total at a distorted geometry.

Calculated values
Max |F| in eV Å⁻¹: 7.953
Frontier orbital gap (alpha / beta) in eV: 9.2 / 7.8
Expectation value of S²: 0.765
E in eV: -8890.96921
Multiplicity: 2
ΔE to the lowest compared entry with this formula, charge and spin in kJ/mol: 228.4
HOMO energy (alpha / beta) in Ha: -0.5238 / -0.5542
Total charge: +1

XYZ file:
```
18
C5H11NO, DFT ωB97M-V/def2-TZVPD
H -2.73 -1.25 -0.21
H 0.97 -2.50 -0.48
H -0.44 -0.06 1.87
N 0.13 -0.59 1.28
C 0.79 0.13 0.23
H 0.45 1.76 -1.19
H -1.15 -1.10 -0.26
C -0.69 2.20 0.76
H -1.70 1.74 0.71
O -1.97 -1.32 -0.72
C 1.52 -1.83 -1.09
H 0.21 -1.49 1.50
C 0.30 1.43 -0.14
H 1.93 -2.24 -2.02
H -0.98 3.19 0.29
H -0.28 2.33 1.80
H 2.12 0.15 -1.57
C 1.53 -0.53 -0.75
```

Atomic partial charges in e from the natural (NBO) method, atoms 1 to 5: 0.4812 0.1929 0.4141 -0.6852 0.2254



Look up the ΔE to the lowest compared entry with this formula, charge and spin of the fourth one.
397.2 kJ/mol



The highest max |F| belongs to which entry?
C5H11NO



What did the fifth record say?
DFT (ωB97M-V/def2-TZVPD) results for a structure of composition C31H34AsBF5N8SSeTi.

Calculated values
Max |F| in eV Å⁻¹: 0.745
Frontier orbital gap (alpha / beta) in eV: 7.2 / 6.5
Expectation value of S²: 3.775
E in eV: -219021.01447
Multiplicity: 4
ΔE to the lowest compared entry with this formula, charge and spin in kJ/mol: 6.2
HOMO energy (alpha / beta) in Ha: -0.2523 / -0.3022

XYZ file:
```
83
C31H34AsBF5N8SSeTi, DFT ωB97M-V/def2-TZVPD
C -1.03 -3.42 0.05
C 4.50 0.57 0.05
H -0.52 2.87 5.05
H 2.05 0.93 -7.30
F -4.05 3.36 2.71
F -5.59 2.83 0.53
N 2.76 0.01 -1.19
H -1.39 4.01 -0.07
C -2.29 2.06 1.78
H 0.19 4.81 -0.12
N 0.26 -1.54 -0.93
F -2.10 0.25 -1.28
C 3.28 0.56 2.33
H -1.93 -3.96 -0.27
H 0.09 4.39 -2.92
B 1.73 -0.02 -2.36
C -4.60 -2.39 -0.67
H 0.45 -0.68 6.79
N 2.33 0.06 0.10
C 3.37 -1.26 -3.86
H 1.15 2.18 -4.18
C 0.84 2.33 -3.17
H 4.29 -2.01 -5.71
H -2.10 -1.05 4.61
H -0.06 3.40 0.92
C -4.38 -2.77 0.66
As -0.07 0.41 4.58
C 0.14 2.99 -1.19
C -2.56 1.06 -0.28
H -5.29 -3.00 -2.61
C 0.11 2.13 5.53
C -0.46 -3.03 -2.44
C -0.31 3.84 -0.05
H 5.50 0.83 0.37
C -4.71 -4.07 1.07
H 3.56 0.11 -7.72
C -5.24 -4.96 0.16
C -4.35 2.33 0.61
H 1.92 -0.53 5.80
H 4.26 0.83 2.72
N 2.46 -0.27 -3.66
C 3.37 0.39 0.85
H -5.50 -5.97 0.48
H 0.63 -1.98 -4.10
N 0.76 -1.22 -2.15
H -2.11 0.07 6.01
H -0.20 2.00 6.57
N 2.08 0.26 -4.85
C -3.57 2.59 1.72
S 0.18 -1.00 2.43
H -0.95 -3.88 -2.89
C 0.31 3.42 -2.51
H 0.74 -1.80 5.42
C 3.61 -1.34 -5.21
H 3.76 -1.83 -3.04
H -4.54 -4.36 2.09
C -5.13 -3.30 -1.58
C 0.87 -0.78 5.78
C 2.60 -0.01 -7.22
C 4.07 0.33 -1.23
C 0.33 -2.08 -3.07
H 4.58 0.38 -2.17
H 1.14 2.46 5.50
C -3.84 1.55 -0.42
N 0.97 1.32 -2.29
N 0.52 1.72 -1.06
H -0.30 -4.16 0.40
H 2.57 1.34 2.61
H 2.95 -0.36 2.81
F -4.60 1.28 -1.49
C -1.74 1.27 0.80
H -4.34 -1.39 -0.99
H 2.05 -0.78 -7.76
F -1.56 2.39 2.88
Se -3.60 -1.55 1.83
C -1.92 -0.03 4.94
C 2.77 -0.37 -5.78
H -1.28 -2.78 0.89
H -5.86 -5.29 -1.87
Ti 0.12 0.07 0.47
C -5.45 -4.58 -1.16
C -0.46 -2.66 -1.10
H -2.57 0.64 4.38
```

Atomic partial charges in e from the Mulliken method, atoms 1 to 5: -0.7729 -1.6321 0.3710 0.3349 -0.3792